(1)
{"formula": "C48H53IrN4O8P2SSi2", "method": "ωB97M-V/def2-TZVPD", "elements": ["Ir", "C", "Si", "C", "C", "N", "P", "C", "P", "N", "Si", "C", "C", "C", "C", "C", "C", "C", "C", "C", "C", "C", "C", "C", "C", "C", "C", "C", "C", "C", "C", "C", "C", "C", "C", "C", "C", "C", "H", "H", "H", "H", "H", "H", "H", "H", "H", "H", "H", "H", "H", "H", "H", "H", "H", "H", "H", "H", "H", "H", "H", "H", "H", "H", "H", "H", "H", "H", "H", "H", "H", "H", "H", "H", "H", "H", "O", "C", "O", "C", "C", "C", "N", "C", "C", "C", "O", "O", "H", "H", "H", "C", "C", "C", "C", "C", "C", "C", "S", "O", "O", "N", "C", "C", "C", "O", "O", "H", "H", "H", "H", "H", "H", "H", "H", "H", "H", "H", "H"], "coordinates": [[-0.0406, 0.4584, 0.1302], [-3.5073, 3.6641, -2.0980], [-1.7757, 2.8828, -1.9667], [-0.7021, 4.2340, -1.2532], [-1.2043, 2.5175, -3.7238], [-1.7961, 1.4074, -1.1002], [-2.7561, 0.5563, -0.1435], [-1.8093, -0.6913, 0.4997], [-1.1971, -2.0162, -0.3762], [0.1749, -1.3864, -0.9196], [1.3198, -1.9216, -2.0898], [0.8495, -3.6714, -2.6593], [1.2981, -0.8535, -3.6292], [3.0682, -2.0098, -1.3881], [-0.9187, -3.4905, 0.6672], [-1.9658, -4.0026, 1.4299], [-1.7511, -5.0590, 2.3009], [-0.4808, -5.6089, 2.4244], [0.5682, -5.1015, 1.6724], [0.3493, -4.0457, 0.7977], [-2.1545, -2.7371, -1.7625], [-2.6883, -4.0210, -1.8149], [-3.2900, -4.4856, -2.9768], [-3.3448, -3.6779, -4.1033], [-2.7956, -2.4034, -4.0665], [-2.2066, -1.9371, -2.9026], [-3.4335, 1.5308, 1.2415], [-4.5013, 2.4079, 1.0757], [-4.9143, 3.2170, 2.1253], [-4.2548, 3.1621, 3.3459], [-3.1888, 2.2895, 3.5194], [-2.7854, 1.4732, 2.4731], [-4.2851, 0.0716, -1.0268], [-4.4765, 0.3824, -2.3664], [-5.6345, -0.0098, -3.0240], [-6.6065, -0.7335, -2.3499], [-6.4241, -1.0529, -1.0096], [-5.2754, -0.6412, -0.3515], [-3.5187, 4.3348, -2.9640], [-3.7219, 4.2680, -1.2125], [-4.3226, 2.9486, -2.2250], [-0.7315, 5.1084, -1.9134], [0.3272, 3.9006, -1.1360], [-1.0608, 4.5315, -0.2654], [-0.9459, 3.4365, -4.2580], [-1.9795, 2.0001, -4.3000], [-0.3167, 1.8847, -3.6766], [0.1098, -3.6404, -3.4636], [0.4495, -4.3062, -1.8666], [1.7487, -4.1599, -3.0479], [0.3272, -0.9116, -4.1297], [2.0656, -1.1772, -4.3404], [1.4811, 0.1850, -3.3512], [3.4408, -3.0390, -1.3964], [3.1025, -1.6160, -0.3716], [3.7527, -1.4027, -1.9843], [-2.9457, -3.5407, 1.3709], [-2.5678, -5.4370, 2.9033], [-0.3060, -6.4152, 3.1258], [1.5657, -5.5066, 1.7866], [1.1771, -3.6152, 0.2472], [-2.6213, -4.6728, -0.9542], [-3.7021, -5.4872, -3.0045], [-3.8072, -4.0442, -5.0122], [-2.8267, -1.7685, -4.9438], [-1.7499, -0.9524, -2.8735], [-5.0145, 2.4643, 0.1224], [-5.7477, 3.8959, 1.9869], [-4.5699, 3.8012, 4.1621], [-2.6638, 2.2438, 4.4654], [-1.9663, 0.7760, 2.6015], [-3.7058, 0.9360, -2.8900], [-5.7722, 0.2439, -4.0686], [-7.5062, -1.0480, -2.8654], [-7.1807, -1.6153, -0.4756], [-5.1397, -0.8745, 0.6992], [1.7607, -1.5471, 6.6385], [1.4567, -0.3882, 6.2869], [1.4566, 0.6777, 6.9291], [1.1381, -0.2418, 4.7796], [0.7296, -1.3312, 4.0265], [0.4551, -1.1840, 2.6803], [0.5921, -0.0268, 2.0268], [0.9714, 1.0430, 2.7565], [1.2388, 0.9721, 4.1098], [0.9229, 2.3674, 2.0397], [1.4707, 3.3573, 2.4944], [0.1924, 2.3268, 0.9731], [0.6416, -2.2987, 4.5029], [0.1123, -2.0178, 2.1029], [1.5075, 1.8740, 4.6429], [4.2135, 0.0254, 4.0343], [4.9048, 0.8385, 2.9786], [4.4801, 2.1296, 2.6854], [5.0473, 2.8461, 1.6446], [6.0741, 2.2780, 0.9066], [6.5425, 1.0044, 1.2054], [5.9539, 0.2942, 2.2350], [6.7098, 3.1081, -0.5097], [6.1864, 4.4424, -0.5076], [8.1377, 2.9100, -0.5984], [6.1043, 2.2874, -1.8147], [4.8068, 1.5822, -1.7409], [3.6059, 2.4830, -1.5100], [2.4167, 1.6309, -1.0532], [1.3546, 1.6808, -1.7170], [2.5832, 0.9174, -0.0376], [3.8001, 0.6498, 4.8246], [4.8881, -0.7042, 4.4842], [3.3755, -0.5191, 3.5900], [3.6655, 2.5758, 3.2423], [4.6809, 3.8341, 1.4011], [7.3556, 0.5782, 0.6301], [6.3041, -0.7060, 2.4648], [6.8452, 1.6868, -2.1528], [4.8196, 0.8249, -0.9531], [4.7066, 1.0693, -2.7002], [3.3508, 3.0573, -2.3994], [3.8202, 3.1857, -0.7039]], "gap_ev": 6.336, "e_lumo_ha": 0.136, "total_charge": -2, "fmax_ev_per_a": 0.661, "e_above_lowest_kcal_mol": 40.3}

(2)
{"formula": "C48H54MnN5O4S2Si", "method": "ωB97M-V/def2-TZVPD", "elements": ["Mn", "C", "C", "N", "C", "C", "C", "C", "C", "C", "C", "N", "C", "C", "C", "C", "C", "C", "C", "C", "N", "C", "H", "H", "H", "H", "H", "H", "H", "H", "H", "H", "H", "H", "C", "C", "C", "C", "C", "C", "C", "C", "C", "C", "C", "C", "C", "C", "C", "N", "H", "H", "H", "H", "H", "H", "H", "H", "H", "H", "C", "C", "C", "C", "O", "Si", "O", "O", "C", "C", "C", "C", "O", "C", "C", "C", "C", "H", "H", "H", "H", "H", "H", "H", "H", "H", "H", "H", "H", "H", "H", "H", "H", "H", "H", "H", "H", "H", "H", "H", "H", "H", "H", "H", "S", "C", "N", "C", "C", "S", "H", "H", "H", "H", "H"], "coordinates": [[-0.2274, 1.2209, 0.9501], [-0.6604, 2.7543, -3.2516], [-0.1804, 2.5075, -1.9640], [-0.9638, 2.2318, -0.9363], [-2.2993, 2.2331, -1.1290], [-2.8880, 2.5376, -2.3845], [-2.0157, 2.7707, -3.4681], [-4.2886, 2.5935, -2.4840], [-5.0589, 2.4306, -1.3547], [-4.4996, 2.1439, -0.1194], [-3.1165, 1.9539, 0.0188], [-2.4333, 1.6481, 1.1332], [-2.9587, 1.5168, 2.3804], [-4.1741, 0.9360, 2.7518], [-4.5641, 0.8991, 4.0818], [-3.7940, 1.4635, 5.0752], [-2.5656, 2.0690, 4.7544], [-1.7433, 2.7211, 5.6977], [-0.5747, 3.3125, 5.2703], [-0.2104, 3.2184, 3.9333], [-0.9340, 2.5845, 3.0181], [-2.1175, 2.0520, 3.4087], [0.0436, 2.9289, -4.0541], [0.8805, 2.4920, -1.7725], [-2.4282, 2.9533, -4.4509], [-4.7423, 2.7902, -3.4447], [-6.1346, 2.5294, -1.4262], [-5.1383, 2.0910, 0.7469], [-4.7998, 0.4778, 2.0014], [-5.5098, 0.4373, 4.3366], [-4.1179, 1.4330, 6.1078], [-2.0507, 2.7791, 6.7324], [0.0565, 3.8560, 5.9576], [0.7057, 3.6667, 3.5801], [3.2856, 2.0059, 3.1882], [3.2524, 1.0849, 4.2260], [2.2122, 0.1814, 4.3145], [1.1798, 0.1980, 3.3708], [1.1976, 1.1434, 2.3207], [2.2664, 2.0260, 2.2469], [0.0200, -0.6740, 3.4000], [-0.3706, -1.3969, 4.5315], [-1.5518, -2.0971, 4.5367], [-2.3494, -2.1024, 3.3712], [-3.5984, -2.7332, 3.3083], [-4.3426, -2.7034, 2.1483], [-3.8339, -2.0827, 1.0087], [-2.6004, -1.4667, 1.0343], [-1.8604, -1.4060, 2.2299], [-0.7127, -0.6906, 2.2590], [4.1077, 2.7030, 3.1072], [4.0546, 1.0543, 4.9522], [2.2116, -0.5582, 5.1045], [2.3030, 2.7367, 1.4260], [0.2508, -1.3625, 5.4123], [-1.8807, -2.6450, 5.4093], [-3.9765, -3.2292, 4.1918], [-5.3242, -3.1578, 2.1242], [-4.4305, -2.0788, 0.1046], [-2.1853, -0.9571, 0.1707], [3.9331, 2.4852, -1.1270], [3.7052, 1.8721, -2.5080], [3.4015, 2.9757, -3.5321], [4.9685, 1.1121, -2.9407], [2.5989, 1.0066, -2.5120], [2.0889, -0.1136, -1.4048], [1.1038, 0.4254, -0.3041], [1.2977, -1.2609, -2.2657], [1.4968, -1.8129, -3.5420], [2.9847, -2.0074, -3.8558], [0.7993, -3.1840, -3.5385], [0.8832, -0.8992, -4.6108], [3.5394, -0.6755, -0.8359], [3.8672, -1.6263, 0.1441], [4.1712, -0.9026, 1.4613], [2.7291, -2.6252, 0.3485], [5.1332, -2.3445, -0.3555], [4.8095, 3.1285, -1.1421], [4.0692, 1.6845, -0.4090], [3.0671, 3.0701, -0.8284], [4.2729, 3.6102, -3.6779], [2.5734, 3.5925, -3.1902], [3.1272, 2.5168, -4.4802], [5.8478, 1.7484, -2.8571], [4.8709, 0.7819, -3.9736], [5.0804, 0.2477, -2.2955], [3.4730, -2.4944, -3.0171], [3.4522, -1.0416, -4.0127], [3.1058, -2.6192, -4.7488], [1.3124, -3.8571, -2.8534], [0.8030, -3.6168, -4.5374], [-0.2262, -3.0724, -3.1965], [1.2484, 0.1072, -4.4389], [-0.1988, -0.8889, -4.5271], [1.1701, -1.2290, -5.6076], [3.2652, -0.4205, 1.8068], [4.9247, -0.1358, 1.2998], [4.5293, -1.5919, 2.2227], [1.8719, -2.1071, 0.7706], [3.0408, -3.4293, 1.0117], [2.4282, -3.0401, -0.6093], [5.9152, -1.6160, -0.5604], [4.9231, -2.8808, -1.2784], [5.4931, -3.0505, 0.3887], [-1.8810, -0.4524, -2.4893], [-2.7249, -1.7714, -2.9158], [-2.8611, -2.9027, -2.1734], [-3.9367, -3.7911, -2.5381], [-4.0859, -3.6736, -4.0509], [-3.5731, -1.9685, -4.4666], [-2.6178, -2.8049, -1.1943], [-4.8744, -3.4960, -2.0438], [-3.6766, -4.8109, -2.2393], [-5.1115, -3.8136, -4.3806], [-3.4238, -4.3596, -4.5776]], "s_squared": 8.76, "multiplicity": 6, "gap_ev": [5.154, 5.863], "e_lumo_ha": [0.079, 0.079], "total_charge": -1, "fmax_ev_per_a": 2.003, "e_above_lowest_kcal_mol": 7.3}